Formula: C54H86ClN3O29PS
Source: OMol25
Level of theory: wB97M-V/def2-TZVPD

Values from the calculation:
**Spin multiplicity**: 1
**Net charge**: +1
**Energy**: -153884.799 eV
**HOMO energy**: -0.4251 Eh
**Max |F|**: 2.835 eV/A

The geometry in XYZ format:
```
175
Properties=species:S:1:pos:R:3:lowdin_charge:R:1
C 2.498 -1.985 4.831 -0.1204
C 1.163 -1.222 5.053 -0.2539
C -0.117 -1.724 4.316 -0.5545
Cl -0.031 -3.500 4.633 0.7576
N -0.256 -1.376 2.834 -0.1394
C 0.545 -0.131 2.560 -0.1635
N 1.962 -0.339 2.361 -0.0418
C 2.515 0.613 1.365 -0.0677
C 0.236 -2.473 1.967 -0.1489
C 0.375 -2.091 0.463 -0.0965
C -0.935 -1.504 -0.154 -0.3159
C -0.812 -0.056 -0.805 -0.1345
C 0.472 0.367 -1.533 -0.2542
N 0.834 1.783 -1.270 0.0312
P -1.253 -2.566 -1.630 0.5248
O -1.237 -4.014 -1.382 -0.2378
O -0.001 -2.354 -2.660 -0.1027
O -2.476 -2.082 -2.542 -0.0927
C -2.099 -1.418 0.910 -0.2022
C -3.298 -2.351 0.589 -0.1276
C -3.173 -3.858 0.614 -0.5142
O -4.070 -4.500 0.100 0.1119
O -2.117 -4.545 1.159 0.0337
C -1.738 -1.150 2.422 -0.4506
S -2.837 -2.307 3.417 0.9343
C -2.285 0.193 3.018 -0.1315
C -2.330 1.450 2.154 -0.1831
C -1.318 2.384 2.015 -0.0944
C -1.406 3.512 1.255 -0.0780
C -2.574 3.806 0.581 -0.0465
C -3.618 2.914 0.725 -0.0358
C -3.519 1.758 1.481 -0.2168
C -4.778 0.900 1.545 -0.0117
H 3.308 -1.250 4.736 0.0799
H 2.766 -2.610 5.687 0.0818
H 2.548 -2.623 3.948 0.0411
H 0.932 -1.401 6.112 0.1178
H 1.303 -0.136 5.028 0.0784
H -0.899 -1.269 4.920 0.0974
H 0.420 0.621 3.346 0.1125
H 0.137 0.335 1.660 0.1141
H 2.493 -0.102 3.191 0.0868
H 2.667 0.151 0.386 0.0684
H 3.509 0.915 1.717 0.1000
H 1.935 1.543 1.320 0.0803
H 1.217 -2.860 2.239 0.1161
H -0.439 -3.334 1.940 0.0935
H 0.582 -3.077 0.020 0.1159
H 1.284 -1.520 0.272 0.0944
H -1.637 0.007 -1.530 0.1085
H -1.066 0.726 -0.074 0.0923
H 0.265 0.350 -2.613 0.1025
H 1.371 -0.248 -1.411 0.0938
H 0.423 2.107 -0.398 0.0353
H 1.834 1.863 -1.122 0.0652
H 0.775 -2.761 -2.251 0.0894
H -2.197 -1.392 -3.163 0.1005
H -2.581 -0.477 0.602 0.1083
H -3.570 -2.107 -0.452 0.1234
H -4.222 -2.056 1.089 0.1046
H -1.969 -5.277 0.540 0.1276
H -2.315 -3.543 3.267 -0.1040
H -3.301 0.065 3.400 0.0809
H -1.725 0.468 3.925 0.1207
H -0.382 2.231 2.542 0.0946
H -0.581 4.214 1.147 0.1194
H -2.669 4.693 -0.039 0.1142
H -4.558 3.142 0.226 0.1185
H -5.635 1.463 1.161 0.0873
H -4.717 -0.032 0.980 0.0688
H -5.011 0.732 2.605 0.0907
C -3.773 4.782 -4.168 -0.0083
C -2.277 4.911 -4.047 -0.3195
C -1.527 3.606 -4.061 -0.0910
O -0.338 3.934 -3.327 0.0162
C -0.666 4.939 -2.477 -0.5736
O 0.032 5.332 -1.596 0.1432
O -1.897 5.434 -2.760 0.0818
H -4.256 5.734 -3.941 0.0496
H -4.056 4.475 -5.176 0.1040
H -4.162 4.047 -3.459 0.0931
H -1.897 5.598 -4.810 0.1620
H -1.280 3.269 -5.066 0.1431
H -2.048 2.805 -3.529 0.1335
C -1.124 6.030 6.882 -0.0132
C -0.765 5.083 5.765 -0.3155
C -1.895 4.201 5.299 -0.0736
O -1.180 3.067 4.781 0.0323
C -0.009 2.996 5.453 -0.5483
O 0.735 2.062 5.385 0.1423
O 0.199 4.098 6.195 0.1096
H -0.225 6.479 7.304 0.0938
H -1.777 6.824 6.520 0.0962
H -1.629 5.506 7.695 0.0931
H -0.322 5.637 4.932 0.1633
H -2.505 4.663 4.526 0.1449
H -2.541 3.858 6.110 0.1440
C -5.425 10.861 -5.651 -0.0179
C -5.175 9.807 -4.601 -0.3282
C -4.032 8.873 -4.907 -0.0838
O -4.407 7.694 -4.178 0.0129
C -5.771 7.699 -4.099 -0.5520
O -6.420 6.780 -3.719 0.1697
O -6.275 8.884 -4.513 0.0973
H -6.378 11.358 -5.472 0.0914
H -4.632 11.609 -5.644 0.0934
H -5.480 10.418 -6.647 0.0914
H -5.055 10.276 -3.620 0.1611
H -3.072 9.252 -4.564 0.1425
H -3.959 8.614 -5.966 0.1424
C 3.931 4.438 -3.444 -0.0188
C 3.375 5.154 -4.647 -0.3154
C 2.183 4.483 -5.272 -0.0897
O 2.269 4.929 -6.634 0.0637
C 3.583 5.172 -6.887 -0.5619
O 4.033 5.381 -7.968 0.1565
O 4.310 5.140 -5.742 0.0848
H 4.905 4.847 -3.172 0.0953
H 3.261 4.530 -2.587 0.0862
H 4.079 3.383 -3.666 0.0536
H 3.164 6.199 -4.403 0.1603
H 1.246 4.788 -4.820 0.1163
H 2.250 3.392 -5.263 0.1461
C -2.330 -5.900 -3.639 -0.0256
C -2.942 -5.208 -4.830 -0.3336
C -4.164 -5.885 -5.395 -0.0954
O -4.137 -5.454 -6.761 0.0632
C -2.837 -5.213 -7.078 -0.5578
O -2.437 -5.010 -8.176 0.1701
O -2.058 -5.235 -5.962 0.0834
H -1.350 -5.482 -3.418 0.0702
H -2.964 -5.789 -2.759 0.0861
H -2.185 -6.965 -3.834 0.0922
H -3.142 -4.159 -4.589 0.1486
H -5.086 -5.572 -4.909 0.1398
H -4.098 -6.975 -5.376 0.1401
C 2.492 -8.346 4.156 -0.0125
C 2.877 -6.907 4.379 -0.3291
C 2.797 -6.034 3.154 -0.1046
O 3.750 -5.010 3.454 0.0365
C 4.681 -5.563 4.286 -0.5526
O 5.703 -5.043 4.585 0.1750
O 4.270 -6.782 4.719 0.0938
H 2.772 -8.949 5.020 0.0834
H 1.418 -8.439 3.996 0.0964
H 3.011 -8.768 3.294 0.0914
H 2.294 -6.489 5.206 0.1556
H 1.805 -5.607 3.004 0.1189
H 3.113 -6.541 2.239 0.1408
C 3.995 -9.808 9.536 -0.0188
C 2.516 -9.588 9.333 -0.3315
C 1.827 -10.650 8.515 -0.0927
O 0.719 -9.925 7.964 0.0653
C 1.097 -8.626 7.879 -0.5682
O 0.486 -7.782 7.303 0.1475
O 2.265 -8.417 8.535 0.0828
H 4.461 -8.913 9.946 0.0905
H 4.171 -10.640 10.217 0.0932
H 4.494 -10.020 8.589 0.0898
H 2.023 -9.445 10.298 0.1610
H 1.482 -11.490 9.113 0.1418
H 2.440 -11.022 7.691 0.1385
C 8.308 2.017 -8.147 -0.0182
C 7.128 1.477 -7.378 -0.3275
C 5.786 1.965 -7.860 -0.0848
O 4.991 1.860 -6.670 0.0607
C 5.835 1.998 -5.617 -0.5471
O 5.477 2.145 -4.491 0.1361
O 7.126 1.953 -6.019 0.0969
H 9.238 1.797 -7.622 0.0892
H 8.354 1.577 -9.143 0.0926
H 8.249 3.102 -8.246 0.0926
H 7.169 0.384 -7.347 0.1590
H 5.373 1.352 -8.659 0.1424
H 5.795 3.011 -8.177 0.1367
```